# 1
2 unconnected molecules or ions with the total composition C3N5O3, computed with ωB97M-V/def2-TZVPD.

Results
ΔE to the lowest compared entry with this formula, charge and spin	0.00	kcal per mole
total charge	-1
electronic energy	-613.83456	Ha
spin multiplicity	1
HOMO-LUMO gap	8.41	eV
HOMO level	-4.93	eV

Structure (XYZ):
```
11
Properties=species:S:1:pos:R:3:forces:R:3
C 1.339 -1.447 0.087 0.03 -0.28 1.19
C -1.489 0.448 -2.279 -0.74 -0.31 -1.64
C 0.931 -0.328 0.898 0.49 -1.04 -0.10
N 1.695 -2.460 -0.334 -0.11 0.61 -0.26
N 1.574 0.287 1.900 1.72 -0.60 -1.22
N 0.792 1.257 2.229 1.18 1.29 3.26
N -0.339 1.222 1.662 -1.53 0.37 -1.14
N -0.265 0.225 0.806 -0.70 -0.01 -1.19
O -2.646 0.637 -2.320 0.78 0.03 0.95
O -1.191 -0.084 -0.001 -1.25 -0.33 -0.63
O -0.401 0.244 -2.648 0.14 0.25 0.78
```
Positions in Å, forces in eV/Å.

# 2
2 unconnected molecules or ions with the total composition C3NO2S, computed with ωB97M-V/def2-TZVPD.

Results
ΔE to the lowest compared entry with this formula, charge and spin	24.32	kcal per mole
total charge	-1
electronic energy	-717.75292	Ha
spin multiplicity	1
HOMO-LUMO gap (alpha / beta)	5.84 / 5.83	eV
HOMO level (alpha / beta)	-2.33 / -2.31	eV

Structure (XYZ):
```
7
Properties=species:S:1:pos:R:3:forces:R:3
C 0.672 1.428 -0.088 -1.03 1.71 0.10
C 1.165 0.227 -0.010 0.98 -1.92 0.00
C -1.348 -1.029 0.107 -0.14 -0.14 -0.10
N 0.053 2.446 -0.080 0.27 -0.06 -0.11
O -1.418 -1.075 1.253 0.07 0.06 1.35
O -1.425 -1.074 -1.039 0.03 0.05 -1.26
S 2.300 -0.923 -0.142 -0.18 0.30 0.02
```
Positions in Å, forces in eV/Å.

# 3
2 unconnected molecules or ions with the total composition C3O3S, computed with ωB97M-V/def2-TZVPD.

Results
ΔE to the lowest compared entry with this formula, charge and spin	3.57	kcal per mole
electronic energy	-738.13293	Ha
spin multiplicity	1
HOMO-LUMO gap (alpha / beta)	7.33 / 7.32	eV
HOMO level (alpha / beta)	-8.81 / -8.80	eV

Structure (XYZ):
```
7
Properties=species:S:1:pos:R:3:forces:R:3
C 1.035 -0.489 0.362 0.81 -1.84 -2.14
C -1.146 0.268 -1.136 -0.06 0.88 0.22
C 0.752 0.225 1.454 -0.32 1.63 2.44
O 0.773 -1.424 -0.311 0.32 0.21 0.46
O -0.704 1.082 -0.440 -0.28 0.09 -0.21
O 1.013 1.143 2.141 -0.08 -0.40 -0.24
S -1.723 -0.804 -2.070 -0.39 -0.57 -0.53
```
Positions in Å, forces in eV/Å.